70
Properties=species:S:1:pos:R:3:forces:R:3:mulliken_spin:R:1 method="wB97M-V/def2-TZVPD" charge=+4 gap_ev="8.549 / 4.691" spin_multiplicity=5 homo_energy_ev="-19.595 / -20.071" s2=6.05
Os -0.281 0.472 0.685 -0.178 -0.799 1.295 1.7330
P 1.578 1.786 1.352 2.735 1.383 -0.519 0.0172
P -1.803 0.890 2.406 -2.380 0.249 1.569 -0.1113
P -1.231 2.073 -0.654 -1.067 1.485 -1.525 -0.0556
H 0.334 -4.970 -7.258 0.080 0.290 -0.064 0.0252
C 0.529 -3.947 -7.600 -3.851 -1.789 -0.349 0.4073
C 1.765 -3.429 -7.594 3.955 1.540 -0.236 0.4656
H 2.626 -4.005 -7.236 -0.269 0.158 -0.092 0.0252
C 3.040 0.851 1.947 -0.123 -0.246 0.041 0.0225
C 1.289 2.941 2.740 -0.365 0.078 0.017 0.0432
C 2.305 2.769 -0.016 0.048 0.113 0.319 0.0176
C -3.336 -0.079 2.114 0.172 -0.181 -0.140 0.0341
C -1.322 0.381 4.103 0.484 -0.312 -0.066 0.0208
C -2.481 2.553 2.796 0.146 0.138 -0.314 0.0225
C -0.635 2.082 -2.380 -0.042 0.016 0.053 0.0222
C -1.024 3.811 -0.099 -0.047 -0.015 0.022 0.0340
C -3.045 1.883 -0.827 0.015 -0.049 -0.137 0.0209
H -0.325 -3.389 -8.000 0.260 -0.115 0.126 0.0241
H 1.970 -2.429 -7.991 -0.075 -0.273 0.120 0.0270
H 3.222 -0.038 1.329 0.007 0.267 0.066 -0.0038
H 2.897 0.533 2.989 -0.017 0.108 -0.256 0.0016
H 3.924 1.505 1.905 -0.296 -0.157 -0.005 0.0000
H 0.819 2.423 3.586 0.176 0.129 -0.181 0.0020
H 0.650 3.778 2.439 0.146 -0.133 0.034 -0.0017
H 2.263 3.335 3.063 -0.203 -0.122 -0.137 0.0073
H 2.716 2.098 -0.780 -0.009 0.096 0.250 -0.0010
H 3.110 3.382 0.409 -0.102 -0.096 -0.247 -0.0003
H 1.573 3.427 -0.493 0.333 -0.207 0.156 -0.0034
H -4.045 0.068 2.938 0.215 0.037 -0.100 0.0018
H -3.074 -1.141 2.041 -0.101 0.175 0.060 0.0011
H -3.810 0.219 1.174 0.102 -0.040 0.253 -0.0007
H -1.963 0.885 4.840 0.097 -0.133 -0.329 0.0017
H -0.280 0.643 4.324 -0.218 -0.049 0.001 -0.0028
H -1.445 -0.701 4.223 0.025 0.210 -0.048 -0.0016
H -3.094 2.444 3.702 0.164 -0.026 -0.306 0.0024
H -3.118 2.945 1.996 0.162 -0.067 0.172 0.0017
H -1.684 3.272 3.004 -0.135 -0.077 0.057 -0.0056
H -1.182 2.850 -2.943 0.155 -0.167 0.103 0.0001
H -0.800 1.102 -2.845 -0.069 0.302 0.100 -0.0034
H 0.440 2.299 -2.418 -0.209 0.014 0.034 -0.0053
H -1.750 4.431 -0.642 0.152 -0.147 0.104 0.0019
H -0.020 4.189 -0.316 -0.415 -0.048 0.019 -0.0031
H -1.212 3.911 0.974 -0.012 0.004 -0.289 -0.0015
H -3.385 2.502 -1.671 0.068 -0.142 0.287 0.0010
H -3.587 2.188 0.078 0.208 -0.027 -0.299 0.0018
H -3.284 0.832 -1.036 0.028 0.257 -0.029 -0.0019
C 0.454 -1.302 -2.354 -0.058 -0.143 0.054 0.0679
C -0.930 -1.538 -2.477 -0.546 -0.251 -0.264 0.0969
C -1.435 -2.235 -3.571 -0.137 0.220 0.368 -0.0312
C -0.571 -2.730 -4.554 0.443 0.241 0.163 0.1700
C 0.807 -2.505 -4.444 -0.099 0.313 0.363 -0.0522
C 1.324 -1.809 -3.359 0.159 0.065 -0.111 0.1462
S 1.167 -0.420 -1.054 -0.073 -0.295 -0.594 0.5881
H -1.373 -0.640 0.163 -0.092 -0.183 -0.682 0.0342
H -1.602 -1.177 -1.696 0.172 -0.152 -0.374 0.0040
H -2.511 -2.386 -3.664 0.308 -0.020 0.062 0.0016
H -0.956 -3.279 -5.412 -0.139 0.115 0.279 0.0270
H 1.480 -2.854 -5.226 0.013 -0.005 0.323 -0.0208
H 2.390 -1.617 -3.259 -0.151 -0.106 -0.136 0.0014
C 0.866 -2.752 4.775 -0.810 0.006 0.760 -0.0076
N 1.462 -2.493 3.460 -0.530 0.624 -0.632 0.1617
C 2.765 -3.098 3.166 0.825 -0.328 -0.599 -0.0079
C 0.891 -1.700 2.613 1.019 -0.280 1.036 -0.0400
N 0.486 -0.860 1.905 0.004 -1.413 0.542 0.0466
H 1.536 -3.441 5.294 -0.364 0.181 -0.033 0.0003
H -0.133 -3.202 4.668 0.396 0.009 0.028 0.0064
H 0.765 -1.821 5.360 0.198 -0.337 -0.268 0.0084
H 2.677 -3.827 2.349 -0.001 0.164 0.298 0.0078
H 3.503 -2.332 2.885 -0.269 -0.183 0.140 0.0068
H 3.101 -3.606 4.073 -0.016 0.128 -0.312 0.0003

---

71
Properties=species:S:1:pos:R:3:forces:R:3:mulliken_spin:R:1 method="wB97M-V/def2-TZVPD" charge=+3 gap_ev="5.664 / 2.476" spin_multiplicity=2 homo_energy_ev="-15.551 / -15.548" s2=0.77
Yb -1.324 0.941 -0.613 2.334 -2.371 1.702 0.0225
P 1.444 -1.395 0.989 0.319 -0.292 0.247 -0.0005
P -1.895 0.346 2.142 -0.051 -0.191 -0.163 -0.0005
P 1.035 2.003 0.829 0.159 0.358 -0.140 0.0003
H -0.543 1.216 -3.440 0.489 -0.321 0.116 0.0017
C 0.446 1.464 -3.031 -0.128 -0.219 0.577 -0.0020
C 1.363 0.527 -2.778 -0.326 -0.205 0.324 -0.0003
H 1.158 -0.547 -2.857 0.071 0.450 -0.290 0.0001
C 1.541 -3.185 0.619 0.044 -0.486 -0.192 0.0001
C 1.525 -1.573 2.822 -0.210 0.139 0.038 0.0000
C 3.233 -1.049 0.708 0.025 0.090 -0.231 0.0000
C -3.279 1.425 1.618 -0.087 0.278 0.092 0.0029
C -2.820 -1.209 2.284 0.042 -0.195 0.025 0.0001
C -1.696 0.896 3.865 0.232 0.073 -0.070 0.0001
C 2.454 2.644 -0.126 0.089 0.093 -0.184 0.0003
C 1.812 2.008 2.491 -0.232 -0.151 0.154 0.0005
C 0.043 3.541 0.969 0.039 0.359 0.115 0.0045
H 0.652 2.515 -2.815 0.005 -0.145 -0.377 0.0009
H 2.352 0.807 -2.427 -0.125 -0.074 -0.005 0.0001
H 1.620 -3.368 -0.461 -0.013 0.059 0.207 0.0000
H 0.670 -3.732 1.004 0.122 0.193 -0.077 0.0000
H 2.443 -3.587 1.105 -0.303 -0.040 -0.167 0.0000
H 0.584 -1.994 3.193 0.115 0.016 0.030 0.0000
H 1.687 -0.609 3.313 -0.023 -0.172 -0.036 0.0000
H 2.345 -2.250 3.090 -0.169 0.135 0.006 0.0000
H 3.432 -1.042 -0.369 0.090 0.013 0.130 0.0000
H 3.833 -1.845 1.167 -0.061 0.244 -0.083 0.0000
H 3.551 -0.086 1.122 -0.065 -0.178 -0.075 0.0000
H -4.030 1.384 2.416 -0.185 0.211 -0.398 -0.0001
H -3.741 1.077 0.682 -0.199 -0.062 0.080 -0.0015
H -2.947 2.464 1.493 -0.134 -0.011 0.149 0.0012
H -3.703 -1.042 2.908 0.077 -0.230 -0.037 0.0000
H -2.168 -1.962 2.738 -0.192 0.018 -0.002 0.0000
H -3.111 -1.552 1.282 0.026 0.104 0.350 -0.0001
H -2.659 0.841 4.391 0.269 0.011 -0.074 0.0000
H -1.330 1.931 3.865 -0.086 -0.230 0.164 0.0000
H -0.958 0.253 4.359 -0.169 0.188 0.011 0.0001
H 2.708 3.636 0.271 0.131 -0.240 -0.228 0.0001
H 2.204 2.716 -1.191 0.156 0.148 0.252 0.0000
H 3.320 1.977 -0.020 -0.205 0.160 -0.041 -0.0001
H 2.172 3.023 2.709 -0.090 -0.235 -0.073 -0.0001
H 2.665 1.321 2.528 -0.233 0.151 -0.018 0.0001
H 1.086 1.715 3.257 0.192 0.054 -0.092 0.0000
H 0.739 4.374 1.133 -0.381 0.054 -0.021 0.0013
H -0.647 3.483 1.819 0.098 0.034 -0.114 -0.0012
H -0.546 3.744 0.059 0.319 0.088 0.262 0.0003
C -2.713 3.972 -3.281 -0.364 0.094 1.045 0.2967
C -1.833 3.518 -4.277 1.117 -0.119 -1.694 0.0119
C -1.674 4.210 -5.488 0.228 -1.189 1.187 0.0963
C -2.466 5.345 -5.745 0.075 0.150 -0.209 0.2348
C -3.418 5.757 -4.788 -0.837 -0.195 1.578 0.1110
C -3.552 5.071 -3.568 -0.420 1.316 -0.567 0.0008
Se -2.759 3.159 -1.463 -0.559 0.740 -3.329 0.1769
H -2.276 1.896 -2.217 -0.716 0.990 0.118 0.0121
H -1.223 2.635 -4.111 -0.274 0.494 -0.169 0.0217
H -0.932 3.865 -6.221 -0.438 0.144 0.393 0.0042
H -2.340 5.894 -6.686 -0.132 -0.175 0.382 -0.0045
H -4.063 6.623 -4.985 0.314 -0.439 0.080 0.0071
H -4.286 5.396 -2.819 0.310 -0.013 -0.478 -0.0030
S -2.072 -1.629 -1.355 -0.162 -0.471 -0.238 0.0025
C -1.594 -3.289 -1.316 1.125 -2.427 -0.039 0.0000
N -1.962 -4.260 -0.434 -0.522 1.937 0.177 0.0003
C -1.251 -5.522 -0.581 0.051 -0.539 0.180 0.0000
C -0.404 -5.281 -1.831 0.260 -0.371 -0.325 0.0000
N -0.752 -3.912 -2.192 -0.657 1.664 0.429 0.0002
H -2.587 -4.077 0.346 0.237 0.009 -0.369 0.0000
H -1.937 -6.365 -0.746 0.093 0.372 0.252 0.0000
H -0.633 -5.725 0.307 -0.290 0.052 -0.284 0.0000
H -0.683 -5.993 -2.618 0.184 0.338 0.047 0.0000
H 0.675 -5.359 -1.641 -0.336 -0.024 -0.064 0.0000
H -0.336 -3.421 -2.966 -0.066 -0.011 0.054 0.0000

---

72
Properties=species:S:1:pos:R:3:forces:R:3:mulliken_charge:R:1 method="wB97M-V/def2-TZVPD" charge=-2 gap_ev=3.801 homo_energy_ev=-0.681
C -5.932 -9.104 -4.406 0.145 -0.304 0.381 -0.5893
O -6.026 -7.733 -3.824 0.276 -1.354 -2.731 -0.3367
C -5.652 -6.777 -4.882 0.175 1.123 -0.344 -0.4338
C -5.860 -5.221 -4.408 1.837 -0.149 -0.144 -0.4926
C -4.337 -4.551 -4.246 -0.616 0.046 0.462 -0.5611
C -3.755 -4.937 -2.726 -0.525 -0.379 -1.108 -0.5475
C -2.180 -4.533 -2.515 -0.086 -0.568 -1.450 0.1604
N -1.778 -4.218 -1.092 -0.755 1.318 -0.491 -0.3164
C -2.571 -3.080 -0.488 -3.231 5.723 3.068 0.4604
O -2.130 -1.792 -0.534 -0.846 -6.598 0.205 -0.6391
O -3.862 -3.255 0.258 6.077 -0.711 -3.867 -0.8040
C -1.823 -3.373 -3.617 1.957 3.724 -5.232 0.4039
O -2.163 -2.083 -3.560 0.942 -6.331 0.661 -0.6427
O -1.083 -3.794 -4.852 -3.194 0.663 5.805 -0.8478
H -5.211 -9.144 -5.331 -1.219 0.195 1.823 0.2835
H -5.512 -9.811 -3.565 -0.858 1.375 -1.647 0.2152
H -6.975 -9.519 -4.767 1.841 0.982 0.760 0.1934
H -4.512 -6.962 -5.136 -2.209 0.439 0.452 0.3401
H -6.271 -6.911 -5.881 0.990 -0.206 1.964 0.2611
H -6.417 -4.633 -5.266 0.855 -1.228 1.885 0.3161
H -6.366 -5.117 -3.355 0.641 -0.379 -2.206 0.2909
H -4.512 -3.382 -4.368 0.943 -2.497 0.321 0.2808
H -3.593 -4.986 -5.065 -1.614 1.250 1.605 0.2649
H -4.503 -4.441 -1.975 1.796 -0.983 -1.024 0.2856
H -3.810 -6.127 -2.687 -0.104 2.470 0.258 0.0325
H -1.548 -5.496 -2.831 -1.276 2.267 0.544 0.1210
H -0.751 -3.965 -1.145 -1.845 0.178 0.195 0.3308
C -0.991 -1.596 2.968 -0.135 -0.091 -0.242 -0.8114
C 0.136 -2.560 3.299 -0.194 0.131 -0.255 -0.3513
O 0.947 -2.893 2.175 0.285 -0.072 0.118 -0.4397
C 1.618 -1.811 1.534 -0.276 -0.045 0.009 -0.3515
C 2.572 -1.063 2.451 0.066 -0.018 0.175 -0.9486
H -1.633 -2.012 2.182 0.067 0.126 0.058 0.1562
H -1.602 -1.402 3.856 0.062 -0.065 -0.019 0.3810
H -0.615 -0.637 2.607 -0.007 0.013 0.045 0.1997
H -0.299 -3.497 3.661 0.180 -0.022 -0.242 0.3318
H 0.758 -2.175 4.113 0.136 0.105 0.104 0.3006
H 0.890 -1.130 1.081 -0.002 -0.026 0.031 0.3053
H 2.192 -2.242 0.706 -0.230 -0.134 0.176 0.3525
H 2.051 -0.603 3.295 -0.002 0.058 -0.071 0.1895
H 3.085 -0.269 1.901 -0.015 -0.068 0.022 0.3660
H 3.322 -1.746 2.863 -0.027 0.072 -0.053 0.2898
C 2.903 3.339 2.362 0.046 -0.110 -0.176 -0.7528
C 3.507 3.039 3.723 -0.093 -0.066 -0.211 -0.4944
O 4.789 2.421 3.652 0.249 -0.022 0.063 -0.4204
C 5.815 3.162 2.994 -0.201 -0.100 0.101 -0.3401
C 6.103 4.505 3.644 -0.065 0.130 0.130 -0.9269
H 2.818 2.419 1.769 -0.048 0.153 0.185 0.2436
H 1.906 3.779 2.474 0.151 -0.071 -0.024 0.3758
H 3.514 4.039 1.789 -0.099 0.103 0.057 0.1475
H 2.851 2.341 4.252 0.305 -0.059 -0.038 0.3693
H 3.556 3.942 4.340 0.021 0.114 -0.023 0.3301
H 5.573 3.280 1.933 -0.026 0.102 0.011 0.3117
H 6.722 2.548 3.036 -0.284 -0.086 0.089 0.3324
H 5.232 5.164 3.624 0.071 -0.016 -0.095 0.1743
H 6.920 5.012 3.123 -0.052 -0.060 0.036 0.3823
H 6.386 4.369 4.693 0.005 -0.016 -0.128 0.2808
C 0.775 8.762 1.583 -0.210 -0.047 -0.027 -1.0619
C 2.102 8.027 1.685 -0.121 -0.178 -0.104 -0.3467
O 2.097 6.753 1.045 0.067 0.037 0.139 -0.3679
C 1.826 6.748 -0.354 0.045 -0.038 0.002 -0.3162
C 2.828 7.550 -1.167 0.138 0.108 0.032 -1.0629
H -0.033 8.155 2.011 0.190 0.125 -0.046 0.2974
H 0.824 9.715 2.119 0.009 -0.123 -0.031 0.3824
H 0.507 8.975 0.546 0.050 0.066 0.037 0.2665
H 2.322 7.846 2.742 0.016 -0.220 -0.186 0.3108
H 2.923 8.640 1.301 -0.011 0.088 -0.073 0.3110
H 0.802 7.088 -0.542 0.031 0.065 -0.028 0.2970
H 1.867 5.701 -0.679 -0.005 0.140 0.311 0.3443
H 2.827 8.607 -0.891 -0.062 -0.018 -0.079 0.2557
H 2.596 7.481 -2.234 0.016 -0.031 0.120 0.3897
H 3.843 7.172 -1.005 -0.138 -0.002 -0.043 0.2882